# C55H90O10

A 9-piece molecular cluster, C55H90O10 overall (ωB97M-V/def2-TZVPD, the OMol25 dataset).

Each atom is followed by the atoms it is bonded to, with distances in Å.
Cartesian coordinates (Å):
1 O 6.048 -3.746 7.168  C31 1.429, C33 1.430
2 O 0.606 -3.269 7.372  C14 1.430, C48 1.429
3 O -5.074 4.702 -8.134  C20 1.433, C29 1.428
4 O 3.828 6.103 0.073  C45 1.435, C54 1.429
5 O 1.886 8.843 -3.435  C13 1.430, C40 1.429
6 O -1.142 -4.220 2.585  C28 1.432, C32 1.431
7 O -2.868 3.365 -4.195  C50 1.203
8 O 0.852 -7.380 0.034  C12 1.434, C17 1.427
9 O -6.601 -4.251 3.607  C19 1.430, C61 1.429
10 O -2.619 -1.485 -4.406  C36 1.202
11 C -0.814 -0.722 0.527  C27 1.506, C39 1.533, H104 1.088, H134 1.089
12 C -0.073 -6.315 0.288  O8 1.434, C24 1.522, H72 1.091, H115 1.089
13 C 0.484 8.826 -3.713  O5 1.430, C52 1.522, H97 1.095, H149 1.091
14 C 1.523 -2.962 6.318  O2 1.430, C16 1.522, H77 1.091, H138 1.096
15 C -2.303 -4.762 4.573  C32 1.521, C35 1.528, H90 1.089, H128 1.092
16 C 2.920 -3.152 6.892  C14 1.522, C23 1.525, H78 1.092, H147 1.086
17 C 0.138 -8.578 -0.269  O8 1.427, C47 1.524, H76 1.096, H87 1.091
18 C -1.266 2.526 -6.512  C41 1.390, C63 1.390, H152 1.079
19 C -7.544 -3.192 3.790  O9 1.430, C26 1.523, H70 1.095, H105 1.090
20 C -4.818 3.929 -6.955  O3 1.433, C55 1.521, H68 1.088, H120 1.096
21 C -1.187 1.508 -0.633  C27 1.396, C44 1.392, H71 1.081
22 C -0.671 0.502 -7.693  C34 1.391, C63 1.400, H66 1.079
23 C 2.684 -4.257 7.916  C16 1.525, C48 1.524, H112 1.088, H139 1.093
24 C -1.436 -6.818 -0.164  C12 1.522, C47 1.528, H79 1.090, H137 1.092
25 C 3.898 8.402 0.619  C54 1.522, C65 1.527, H98 1.089, H103 1.092
26 C -8.884 -3.725 3.300  C19 1.523, C62 1.527, H85 1.089, H88 1.092
27 C -1.163 0.113 -0.676  C11 1.506, C21 1.396, C53 1.399
28 C -2.448 -3.638 2.504  O6 1.432, C35 1.521, H106 1.092, H118 1.096
29 C -6.373 5.287 -8.057  O3 1.428, C38 1.523, H69 1.096, H123 1.091
30 C -1.786 0.239 -3.006  C36 1.487, C53 1.386, C59 1.407
31 C 6.748 -4.370 8.247  O1 1.429, C58 1.523, H94 1.091, H125 1.096
32 C -1.069 -5.066 3.737  O6 1.431, C15 1.521, H126 1.097, H131 1.090
33 C 6.962 -3.428 6.116  O1 1.430, C49 1.523, H122 1.090, H127 1.095
34 C -1.103 -0.279 -6.627  C22 1.391, C37 1.389, H132 1.078
35 C -3.323 -4.388 3.498  C15 1.528, C28 1.521, H135 1.093, H151 1.085
36 C -2.063 -0.424 -4.309  O10 1.202, C30 1.487, C37 1.485
37 C -1.600 0.346 -5.490  C34 1.389, C36 1.485, C41 1.405
38 C -7.080 4.608 -6.891  C29 1.523, C55 1.528, H129 1.092, H142 1.089
39 C 0.183 -1.853 0.252  C11 1.533, C42 1.526, H80 1.088, H92 1.090
40 C 2.592 9.446 -4.521  O5 1.429, C57 1.523, H140 1.091, H154 1.096
41 C -1.674 1.749 -5.435  C18 1.390, C37 1.405, C50 1.489
42 C 1.606 -1.398 -0.060  C39 1.526, C60 1.521, H84 1.092, H108 1.093
43 C 3.403 -0.686 -1.692  C56 1.542, C60 1.540, H111 1.086, H113 1.087
44 C -1.529 2.272 -1.746  C21 1.392, C59 1.387, H155 1.079
45 C 3.096 6.814 -0.935  O4 1.435, C65 1.520, H102 1.094, H146 1.090
46 C 2.792 3.222 -1.538  C51 1.531, H117 1.090, H143 1.084, H153 1.086
47 C -1.315 -8.316 0.107  C17 1.524, C24 1.528, H96 1.089, H100 1.093
48 C 1.305 -3.891 8.451  O2 1.429, C23 1.524, H119 1.091, H133 1.096
49 C 8.359 -3.608 6.695  C33 1.523, C58 1.527, H91 1.089, H141 1.092
50 C -2.183 2.375 -4.183  O7 1.203, C41 1.489, C59 1.481
51 C 3.939 2.333 -1.050  C46 1.531, C64 1.522, H73 1.087, H95 1.091
52 C 0.280 9.737 -4.915  C13 1.522, C57 1.527, H75 1.092, H148 1.088
53 C -1.485 -0.516 -1.883  C27 1.399, C30 1.386, H144 1.078
54 C 4.169 6.996 1.136  O4 1.429, C25 1.522, H83 1.096, H124 1.091
55 C -5.910 4.293 -5.960  C20 1.521, C38 1.528, H109 1.088, H116 1.092
56 C 3.716 0.404 -2.736  C43 1.542, C64 1.537, H93 1.088, H150 1.088
57 C 1.596 9.554 -5.668  C40 1.523, C52 1.527, H67 1.089, H99 1.092
58 C 8.129 -4.724 7.712  C31 1.523, C49 1.527, H101 1.089, H130 1.092
59 C -1.823 1.644 -2.946  C30 1.407, C44 1.387, C50 1.481
60 C 1.902 -0.965 -1.487  C42 1.521, C43 1.540, H82 1.091, H89 1.088
61 C -7.288 -5.469 3.314  O9 1.429, C62 1.523, H114 1.095, H136 1.091
62 C -8.758 -5.213 3.621  C26 1.527, C61 1.523, H86 1.092, H107 1.089
63 C -0.758 1.899 -7.643  C18 1.390, C22 1.400, H145 1.078
64 C 4.602 1.514 -2.148  C51 1.522, C56 1.537, H110 1.091, H121 1.092
65 C 2.730 8.160 -0.333  C25 1.527, C45 1.520, H74 1.087, H81 1.093
66 H -0.261 0.043 -8.580  C22 1.079
67 H 1.829 10.368 -6.351  C57 1.089
68 H -3.819 4.150 -6.584  C20 1.088
69 H -6.266 6.364 -7.881  C29 1.096
70 H -7.584 -2.935 4.854  C19 1.095
71 H -0.932 2.017 0.285  C21 1.081
72 H 0.253 -5.424 -0.250  C12 1.091
73 H 4.674 2.944 -0.532  C51 1.087
74 H 2.605 8.930 -1.090  C65 1.087
75 H 0.175 10.775 -4.590  C52 1.092
76 H 0.237 -8.791 -1.340  C17 1.096
77 H 1.339 -1.946 5.968  C14 1.091
78 H 3.250 -2.240 7.394  C16 1.092
79 H -2.255 -6.337 0.371  C24 1.090
80 H -0.191 -2.528 -0.515  C39 1.088
81 H 1.798 8.080 0.233  C65 1.093
82 H 1.592 -1.755 -2.172  C60 1.091
83 H 3.546 6.765 2.007  C54 1.096
84 H 1.910 -0.607 0.629  C42 1.092
85 H -9.731 -3.242 3.784  C26 1.089
86 H -8.960 -5.389 4.679  C62 1.092
87 H 0.581 -9.405 0.288  C17 1.091
88 H -8.978 -3.580 2.222  C26 1.092
89 H 1.346 -0.067 -1.749  C60 1.088
90 H -2.607 -5.604 5.193  C15 1.089
91 H 9.100 -3.851 5.935  C49 1.089
92 H 0.239 -2.445 1.165  C39 1.090
93 H 2.807 0.846 -3.138  C56 1.088
94 H 6.182 -5.242 8.579  C31 1.091
95 H 3.536 1.629 -0.321  C51 1.091
96 H -2.014 -8.925 -0.467  C47 1.089
97 H 0.181 7.797 -3.936  C13 1.095
98 H 3.676 9.110 1.417  C25 1.089
99 H 1.574 8.624 -6.240  C57 1.092
100 H -1.475 -8.522 1.168  C47 1.093
101 H 8.884 -4.768 8.495  C58 1.089
102 H 3.739 6.933 -1.813  C45 1.094
103 H 4.763 8.773 0.065  C25 1.092
104 H -0.381 -0.102 1.309  C11 1.088
105 H -7.205 -2.316 3.236  C19 1.090
106 H -2.806 -3.715 1.475  C28 1.092
107 H -9.424 -5.846 3.037  C62 1.089
108 H 2.253 -2.249 0.165  C42 1.093
109 H -6.115 3.493 -5.252  C55 1.088
110 H 4.940 2.161 -2.959  C64 1.091
111 H 3.893 -1.609 -1.988  C43 1.086
112 H 3.443 -4.298 8.696  C23 1.088
113 H 3.797 -0.362 -0.731  C43 1.087
114 H -7.140 -5.712 2.256  C61 1.095
115 H -0.071 -6.090 1.353  C12 1.089
116 H -5.624 5.182 -5.395  C55 1.092
117 H 3.128 3.747 -2.432  C46 1.090
118 H -2.375 -2.576 2.767  C28 1.096
119 H 0.734 -4.756 8.791  C48 1.091
120 H -4.862 2.866 -7.220  C20 1.096
121 H 5.501 1.034 -1.756  C64 1.092
122 H 6.769 -2.411 5.775  C33 1.090
123 H -6.885 5.143 -9.010  C29 1.091
124 H 5.214 6.837 1.408  C54 1.091
125 H 6.815 -3.662 9.080  C31 1.096
126 H -1.063 -6.112 3.406  C32 1.097
127 H 6.788 -4.113 5.279  C33 1.095
128 H -2.114 -3.909 5.228  C15 1.092
129 H -7.553 3.682 -7.225  C38 1.092
130 H 8.103 -5.692 7.207  C58 1.092
131 H -0.137 -4.867 4.265  C32 1.090
132 H -1.044 -1.355 -6.669  C34 1.078
133 H 1.379 -3.178 9.280  C48 1.096
134 H -1.728 -1.165 0.920  C11 1.089
135 H -3.734 -5.289 3.036  C35 1.093
136 H -6.860 -6.271 3.916  C61 1.091
137 H -1.574 -6.640 -1.233  C24 1.092
138 H 1.341 -3.653 5.487  C14 1.096
139 H 2.653 -5.229 7.418  C23 1.093
140 H 3.460 8.832 -4.764  C40 1.091
141 H 8.678 -2.696 7.204  C49 1.092
142 H -7.845 5.237 -6.439  C38 1.089
143 H 2.566 3.962 -0.778  C46 1.084
144 H -1.498 -1.589 -1.984  C53 1.078
145 H -0.424 2.471 -8.494  C63 1.078
146 H 2.223 6.228 -1.226  C45 1.090
147 H 3.660 -3.407 6.139  C16 1.086
148 H -0.599 9.471 -5.499  C52 1.088
149 H -0.057 9.159 -2.827  C13 1.091
150 H 4.259 -0.038 -3.569  C56 1.088
151 H -4.154 -3.794 3.863  C35 1.085
152 H -1.338 3.602 -6.463  C18 1.079
153 H 1.927 2.614 -1.784  C46 1.086
154 H 2.944 10.435 -4.208  C40 1.096
155 H -1.549 3.349 -1.685  C44 1.079

- E_HOMO (eV) = -9.138
- SMILES string = CCCCCCCCCc1ccc2c(c1)C(=O)c1ccccc1C2=O.C1CCOC1.C1CCOC1.C1CCOC1.C1CCOC1.C1CCOC1.C1CCOC1.C1CCOC1.C1CCOC1
- E_tot (hartree) = -2901.99070
- LUMO energy (eV) = -0.44
- orbital gap (eV) = 8.7
- charge = 0
- 2S+1 = 1
- molecular weight (g mol⁻¹) = 911.315